The following is a DFT calculation (ωB97M-V with the def2-TZVPD basis set) of a molecular structure, C3H2ClNO3 at a distorted geometry.

The electronic energy is -23294.704 eV. As for the gap between HOMO and LUMO: 8.68 eV. Its LUMO energy is -0.31 eV. The value obtained for the energy above the lowest of the compared OMol25 structures with the same formula, charge and spin is 139.8 kJ/mol. The net charge is 0.

```
10
Properties=species:S:1:pos:R:3:mulliken_charge:R:1
Cl -1.50 -2.76 -1.01 -0.16
O 1.79 1.04 -0.41 -0.54
O -1.24 -0.57 0.30 -0.23
O -1.19 1.58 1.25 -0.56
N 0.68 -1.14 -0.73 -0.50
C -0.61 0.67 0.38 0.33
C 0.63 0.30 -0.20 0.31
C -0.47 -1.45 -0.35 0.53
H 2.21 0.61 -1.33 0.41
H -0.29 1.71 2.10 0.41
```